No. 1
C26H35IrO2 as an isolated structure at a distorted geometry, computed with wB97M-V/def2-TZVPD.

## Properties
orbital gap (spin up / spin down)	4.637 / 6.802	eV
net charge	+1
LUMO energy (spin up / spin down)	-2.5 / -5.1	eV
highest occupied orbital energy (spin up / spin down)	-7.088 / -11.921	eV
spin multiplicity	6

```
64
C26H35IrO2 (wB97M-V/def2-TZVPD)
C 2.52 1.60 6.41
Ir -0.89 -1.51 0.28
H -1.13 1.66 -1.33
C -0.38 2.28 -0.84
C 0.28 -2.51 1.75
C -1.80 -2.79 -4.11
H -1.71 -3.19 -5.13
H 3.17 1.23 3.07
H 1.22 2.06 1.75
H -0.75 4.44 -1.07
C 1.00 1.62 -0.90
C 1.24 1.82 3.89
C 2.62 1.43 3.99
H -0.06 -2.68 2.77
H -0.12 0.72 -2.96
C -2.99 -1.81 -0.13
H 0.49 -0.43 -4.95
C 3.23 1.32 5.23
C -2.21 -0.68 1.76
C 1.28 -1.56 -0.12
C -2.24 0.24 0.66
H -0.44 2.19 2.59
H -0.49 -4.32 0.64
H -2.70 -2.18 -4.06
C -2.67 -1.96 1.27
H 0.71 -3.24 -1.50
H 0.90 -2.98 -4.96
H -1.93 1.28 0.71
O 2.00 2.58 -1.30
C -0.57 -1.97 -3.76
H -1.88 -3.65 -3.42
H 1.03 0.78 -1.61
C -0.85 -0.03 -3.28
C 0.69 -2.79 -3.89
H 1.40 -0.58 1.92
H 1.60 4.52 -0.66
C -0.51 -0.69 -4.59
C 1.32 3.84 -1.50
H 0.64 2.27 7.25
H -1.88 0.35 -3.22
C 1.07 -1.40 1.30
H 1.72 4.31 -2.42
H -0.63 2.42 0.22
H -1.27 -0.61 -5.37
C -0.20 3.63 -1.54
C 1.18 2.01 6.34
H -2.95 0.02 -1.45
H -2.75 -2.86 1.86
H 3.02 1.53 7.38
C -2.77 -0.44 -0.48
C 0.07 -3.40 0.63
H -0.52 3.51 -2.58
H 4.27 0.99 5.29
H 1.30 1.19 0.06
H -0.52 2.35 5.05
H 1.55 -2.26 -3.47
C 0.53 2.08 5.11
H -1.87 -0.45 2.77
H 0.56 -3.76 -3.41
H 1.78 -0.85 -0.77
C 0.62 1.96 2.64
C 0.71 -2.81 -0.51
H -3.30 -2.60 -0.80
O -0.71 -1.26 -2.48
```

Results of the Mulliken charge analysis, in e, for atoms 1 through 4: atom 1 (C): -0.309, atom 2 (Ir): 0.701, atom 3 (H): 0.030, atom 4 (C): 1.002

***

No. 2
C26H35N8OS3W as an isolated structure, computed with wB97M-V/def2-TZVPD.

## Properties
orbital gap	5.340	eV
net charge	+3
LUMO energy	-11.2	eV
highest occupied orbital energy	-16.540	eV
energy above the lowest of the compared OMol25 structures with the same formula, charge and spin	0.0	kcal per mole

```
74
C26H35N8OS3W (wB97M-V/def2-TZVPD)
N 0.04 -3.37 -0.40
C -1.85 -0.79 1.34
C 1.04 -0.57 -3.91
C -2.97 0.66 3.41
H -3.53 1.39 -0.44
S -1.01 1.32 -2.82
H -2.01 2.37 2.56
H 1.11 -4.63 2.50
S -3.83 1.21 -3.83
H 1.09 -2.44 3.48
C -0.29 4.50 -1.16
H 5.30 -0.06 -1.89
H -0.07 5.41 -0.60
C 5.29 -0.03 0.23
W -0.35 -0.13 -1.10
C -0.58 -3.15 -1.68
C -2.70 -1.42 2.23
H 0.06 -0.68 -4.34
N -0.20 3.31 -0.30
H 4.18 -0.42 -3.69
H -3.12 5.10 -0.32
C 4.51 -0.08 1.40
C -2.67 4.53 0.49
H 6.36 0.05 0.30
H 1.44 -4.85 -0.90
H -0.38 -2.12 -2.11
C 2.54 -0.23 0.07
O 1.19 -0.32 -0.02
C -1.27 2.58 0.01
H 1.15 2.23 0.91
C -2.20 1.31 2.46
H -1.66 -3.22 -1.65
C 3.29 -0.19 -1.10
N -1.08 1.21 0.23
N -1.05 -1.46 0.36
C -2.69 0.67 -2.88
H -0.56 -4.61 3.09
C -3.27 -0.69 3.26
H 2.50 -0.75 -5.56
C 4.68 -0.09 -1.01
H 5.00 -0.03 2.36
C 3.14 -0.19 1.33
H 1.73 3.78 0.29
H -4.36 2.93 -0.74
H 0.33 -1.07 2.64
C 1.42 -3.87 -0.45
H -0.63 -2.11 3.71
C -3.73 2.38 -0.04
C 1.15 2.89 0.04
C 2.23 -0.61 -4.53
C 0.18 -2.09 2.99
H 2.03 -3.18 -1.04
H 1.64 2.40 -0.81
N 1.24 -0.38 -2.54
C -1.71 0.60 1.37
H -0.23 -5.05 1.40
H -3.36 1.21 4.25
C 2.58 -0.31 -2.35
H 2.53 -0.21 2.22
H -4.23 2.30 0.92
H -2.88 -2.48 2.14
N -2.47 3.13 0.10
H -0.17 -3.83 -2.43
N 3.18 -0.44 -3.54
H 1.83 -3.93 0.55
H 0.46 4.39 -1.95
H -1.73 4.98 0.79
H -3.93 -1.18 3.96
N -0.07 -3.00 1.87
H -1.27 4.56 -1.61
S -2.65 -0.65 -1.75
H -3.35 4.54 1.35
C -0.38 -2.61 0.64
C 0.08 -4.42 2.23
```

Results of the Mulliken charge analysis, in e, for atoms 1 through 4: atom 1 (N): 0.073, atom 2 (C): -0.414, atom 3 (C): -0.609, atom 4 (C): -0.774